A molecular structure, C3H7NS at a distorted geometry. Source: OMol25; level of theory: the ωB97M-V functional and the def2-TZVPD basis.

XYZ file:
```
12
Properties=species:S:1:pos:R:3:forces:R:3:nbo_charge:R:1
C -1.2319 -1.9834 0.0789 -2.02 0.42 -1.61 -0.759
C 1.4023 0.6951 0.2235 1.71 -0.25 4.17 0.002
C 0.8785 2.0424 0.0211 0.38 2.47 -1.78 -0.701
H -0.7754 -1.8959 1.1428 -1.27 -1.47 -1.88 0.262
H -2.4696 -2.0964 -0.0933 3.40 0.50 1.21 0.226
H -0.8442 -2.7404 -0.7452 -0.12 1.56 2.24 0.233
H 2.4804 0.7479 0.6365 -1.66 -0.94 -0.63 0.175
H 0.2326 1.8367 -1.1221 1.64 1.76 3.25 0.240
H -0.0357 2.6261 1.1644 2.66 -1.97 -3.60 0.252
H 2.0610 2.7083 -0.0530 -4.43 -1.28 -0.07 0.243
N 0.6742 -0.3659 0.3912 3.59 1.30 -0.87 -0.597
S -0.7288 -0.1969 -0.3506 -3.88 -2.10 -0.43 0.426
```
Positions in Å, forces in eV/Å.

Results
Molecular weight   89.163 g mol⁻¹
Electronic energy   -15543.8551 eV
Total charge   0
E_LUMO   0.1 eV
Max |F|   0.09522 Eh/bohr
HOMO-LUMO gap   8.41 eV

=====

A molecular structure, C28H63NO14S4 at a distorted geometry. Source: OMol25; level of theory: the ωB97M-V functional and the def2-TZVPD basis.

XYZ file:
```
110
Properties=species:S:1:pos:R:3:forces:R:3:mulliken_charge:R:1
C 5.7410 1.5890 2.8350 -0.29 -0.18 0.02 -1.467
C 4.3047 1.9843 3.2198 0.92 0.48 0.26 0.014
C 4.0002 3.4670 2.9434 -0.99 -0.12 0.02 -0.908
C 2.9749 3.7099 1.8232 0.96 0.07 -0.17 0.074
N 2.1846 4.8952 2.1423 -0.57 -0.76 -0.31 -0.316
C 1.1073 5.2646 1.2079 0.83 1.85 0.87 0.515
C -0.1163 5.6143 2.0614 -0.39 -0.87 -0.38 -1.571
C -1.4834 5.4602 1.3848 0.11 -0.28 0.60 -1.021
C -2.0011 4.0338 1.5874 -0.21 0.36 -0.13 0.193
C -3.3896 3.8270 0.9864 0.22 0.13 -0.55 -1.003
C -3.7080 2.4395 0.4473 -0.54 -0.05 0.15 -0.664
C -3.7124 1.3593 1.5260 0.39 -0.10 0.12 -1.111
C -2.3236 0.7722 1.8365 -0.31 0.09 -0.06 0.491
C -2.0237 -0.5857 1.2088 0.59 0.40 0.02 -0.697
C -0.5015 -0.8243 1.1757 -0.07 -0.05 -0.05 -0.316
C 0.0559 -0.8747 -0.2366 0.30 0.25 0.19 -0.614
C 1.5922 -0.8852 -0.2908 -0.42 -0.05 -0.69 0.364
C 2.0417 0.0498 -1.4062 -0.06 -0.14 0.03 -0.722
O 3.4010 -0.1027 -1.7549 0.11 0.10 -0.02 -0.481
C 4.2869 0.6771 -0.9804 -0.09 -0.13 0.19 -0.371
C 1.5733 6.5078 0.3987 0.64 0.42 -0.65 -0.632
O 1.2365 6.2875 -0.9880 -0.15 -0.18 0.42 -0.394
S 1.3049 4.7208 -1.2399 -0.14 0.38 -0.34 1.053
O 2.6307 4.2739 -1.4259 0.90 0.03 0.12 -0.589
O 0.3431 4.3953 -2.2145 -0.71 -0.20 -0.09 -0.566
O 0.8214 4.3018 0.2105 -0.32 -0.67 0.26 0.022
H 6.4161 1.7186 3.6780 0.07 0.09 0.05 0.416
H 5.7895 0.5425 2.5460 0.09 -0.10 -0.07 0.259
H 6.1169 2.2054 2.0232 0.03 -0.04 -0.24 0.416
H 3.5772 1.3246 2.7569 -0.13 -0.01 -0.16 -0.045
H 4.2310 1.8500 4.2963 -0.25 -0.28 0.08 0.335
H 4.9007 4.0354 2.7206 0.21 -0.03 0.08 0.459
H 3.5515 3.9000 3.8364 0.07 0.10 0.16 0.368
H 3.5323 3.8233 0.8869 -0.15 -0.07 -0.19 0.161
H 2.3345 2.8429 1.6903 -0.28 0.02 0.18 0.016
H 2.7848 5.6880 2.3210 0.07 0.03 -0.12 0.381
H -0.0851 4.9317 2.9061 -0.02 -0.02 0.17 0.482
H 0.0391 6.6067 2.4735 0.10 0.19 -0.04 0.532
H -1.4547 5.6451 0.3125 0.01 0.37 -0.07 0.525
H -2.1671 6.1472 1.8819 -0.19 0.21 -0.30 0.448
H -2.0554 3.8433 2.6589 0.28 -0.26 0.11 0.519
H -1.2682 3.3735 1.1294 -0.05 -0.18 0.08 -0.299
H -4.1607 4.0956 1.7086 -0.02 0.10 0.15 0.269
H -3.4986 4.5268 0.1544 -0.06 0.09 -0.07 0.476
H -4.7168 2.5075 0.0374 -0.09 -0.05 -0.14 0.363
H -3.0718 2.1792 -0.3988 0.24 -0.08 0.02 0.427
H -4.3968 0.5548 1.2584 -0.06 -0.10 -0.04 0.441
H -4.0983 1.8096 2.4412 -0.23 0.02 0.07 0.447
H -1.5674 1.4637 1.4703 0.05 0.03 0.06 -0.528
H -2.2016 0.7166 2.9177 0.20 -0.08 0.14 0.272
H -2.5185 -1.3797 1.7602 -0.30 -0.13 -0.12 0.325
H -2.3690 -0.5574 0.1753 -0.29 -0.25 -0.06 0.228
H -0.0100 0.0114 1.6764 0.11 0.01 0.22 0.218
H -0.2087 -1.7266 1.7131 -0.01 -0.11 0.07 0.259
H -0.2811 0.0216 -0.7659 -0.26 0.04 -0.05 0.352
H -0.3539 -1.7307 -0.7696 -0.07 -0.04 -0.13 0.156
H 2.0171 -0.6045 0.6680 0.17 -0.07 0.11 -0.213
H 1.9311 -1.8775 -0.5771 0.26 -0.14 0.34 0.345
H 1.4662 -0.1948 -2.2994 0.00 0.02 -0.14 0.193
H 1.8014 1.0861 -1.1451 0.10 0.17 -0.03 0.430
H 4.4619 1.6572 -1.4287 -0.05 0.08 -0.08 0.287
H 5.2280 0.1383 -0.9005 0.11 0.00 -0.07 0.304
H 3.9069 0.8243 0.0342 -0.02 0.01 0.09 -0.026
H 2.6545 6.6490 0.4314 0.11 -0.31 0.15 0.397
H 1.1502 7.4496 0.7300 -0.49 -0.06 -0.16 0.362
O -3.4136 0.5923 -3.0861 0.27 0.12 0.21 -0.661
S -3.3794 -0.6496 -3.7912 -0.51 -0.20 -0.30 1.406
O -2.5478 -1.7218 -3.3314 0.11 0.01 0.18 -0.597
O -3.0707 -0.3747 -5.3223 -0.03 -0.01 0.02 -0.337
C -1.9030 0.4239 -5.6295 0.47 0.26 -0.13 -0.401
C -0.6134 -0.3616 -5.5042 -0.08 -0.15 0.17 -0.688
C -5.0229 -1.2457 -3.9886 -0.01 -0.04 -0.09 -1.133
H -1.8928 1.3126 -4.9973 -0.10 -0.06 0.08 0.354
H -2.0493 0.7531 -6.6558 -0.17 -0.09 -0.01 0.276
H -0.4090 -0.6267 -4.4676 0.00 0.03 0.00 0.014
H 0.2207 0.2339 -5.8746 -0.03 0.04 -0.04 0.402
H -0.6711 -1.2874 -6.0769 0.02 0.03 -0.06 0.255
H -5.6411 -0.4418 -4.3775 0.01 0.02 0.00 0.372
H -5.3705 -1.5547 -3.0055 0.05 0.00 0.02 0.375
H -5.0142 -2.0960 -4.6659 -0.01 -0.03 0.02 0.359
O -5.5906 -5.1140 -4.0396 -0.18 -0.02 -0.07 -0.633
S -4.3778 -5.8758 -4.0886 0.34 0.11 0.18 1.223
O -4.3645 -7.1577 -4.7193 -0.16 -0.07 -0.13 -0.622
O -3.8090 -6.0149 -2.6117 0.07 0.05 -0.05 -0.244
C -4.7045 -6.5088 -1.5940 -0.28 -0.22 0.36 -0.369
C -4.8872 -8.0118 -1.6607 0.02 -0.02 -0.22 -0.997
C -3.0847 -4.8822 -4.7356 0.05 0.15 0.01 -0.738
H -5.6595 -5.9860 -1.6628 0.04 0.04 -0.12 0.339
H -4.2425 -6.2251 -0.6507 0.14 0.09 -0.09 0.276
H -5.4237 -8.3066 -2.5613 -0.01 0.01 0.01 0.300
H -5.4551 -8.3551 -0.7957 0.02 0.05 0.04 0.387
H -3.9204 -8.5144 -1.6734 0.01 0.01 0.07 0.265
H -3.0877 -3.9291 -4.2104 0.09 -0.01 0.01 0.025
H -3.2867 -4.7366 -5.7948 -0.07 -0.05 0.00 0.401
H -2.1381 -5.3989 -4.6043 -0.01 -0.03 0.03 0.385
O 2.8636 -2.6273 2.0700 0.12 0.09 -0.10 -0.586
S 3.2127 -2.7660 3.4500 -0.23 -0.24 0.21 1.245
O 4.2912 -2.0045 3.9969 0.10 0.18 -0.07 -0.624
O 3.4432 -4.3057 3.7647 -0.07 0.02 0.08 -0.329
C 4.3563 -5.0291 2.9102 0.37 -0.26 -0.27 -0.313
C 5.8077 -4.7440 3.2391 -0.03 0.22 0.07 -0.952
C 1.7824 -2.5435 4.4485 -0.06 -0.02 0.04 -1.025
H 4.1312 -4.8081 1.8660 -0.08 0.11 0.04 0.293
H 4.1286 -6.0794 3.0797 -0.14 0.05 0.12 0.279
H 6.0751 -3.7167 2.9958 -0.01 -0.01 -0.02 0.257
H 6.4545 -5.4104 2.6683 -0.04 -0.05 -0.01 0.393
H 5.9955 -4.8909 4.3024 0.01 -0.07 -0.01 0.269
H 0.9787 -3.1571 4.0515 0.01 0.00 -0.02 0.312
H 1.5189 -1.4892 4.3963 0.03 0.01 -0.04 0.369
H 2.0230 -2.8231 5.4705 0.02 0.01 0.00 0.374
```
Positions in Å, forces in eV/Å.

Results
Molecular weight   766.073 g mol⁻¹
Electronic energy   -103551.3959 eV
Total charge   0
E_LUMO   0.5 eV
Max |F|   0.04287 Eh/bohr
HOMO-LUMO gap   9.59 eV

=====

2 unconnected molecules or ions with the total composition C6H12N2 at a distorted geometry. Source: OMol25; level of theory: the ωB97M-V functional and the def2-TZVPD basis.

XYZ file:
```
20
Properties=species:S:1:pos:R:3:forces:R:3:nbo_charge:R:1
C 1.8864 -2.1158 0.5477 1.32 -1.63 2.50 -0.631
C 1.6567 -1.5319 -0.7963 0.09 -1.90 -2.86 -0.638
H 2.6931 -2.9711 0.5648 -1.29 1.74 -0.49 0.229
H 2.2587 -1.4188 1.3191 -0.31 -0.16 -0.19 0.194
H 1.0282 -2.6787 0.9141 -0.24 0.49 0.36 0.211
H 2.6963 -1.7233 -1.2578 -1.94 0.88 -0.33 0.236
H 1.3097 -0.4592 -0.9976 0.48 -1.50 0.76 0.184
H 0.8703 -2.3152 -1.2618 1.85 2.17 0.27 0.218
C -2.6896 0.6097 -0.9848 0.85 -0.65 1.07 -0.688
C -0.7018 2.1264 -0.2465 2.04 -0.03 3.83 0.177
C -1.6823 1.1608 -0.0175 0.17 -2.70 2.13 0.310
C -0.2253 1.0974 1.6515 -0.58 1.62 -0.80 0.370
N 0.1933 2.1915 0.8207 -0.88 -0.58 -1.69 -0.551
N -1.3526 0.5297 1.1679 0.87 0.64 0.08 -0.420
H -0.6411 2.5561 -1.1426 0.83 2.45 -3.16 0.231
H 1.0672 2.8170 0.8981 -1.96 -1.48 -0.18 0.487
H -2.5587 -0.4673 -1.0282 -0.11 -0.38 0.72 0.280
H -2.4520 0.8317 -1.9845 0.14 1.22 -1.27 0.250
H 0.3703 0.9635 2.5909 -1.06 -0.50 -0.96 0.263
H -3.7270 0.7975 -0.7571 -0.26 0.32 0.22 0.288
```
Positions in Å, forces in eV/Å.

Results
Molecular weight   112.176 g mol⁻¹
2S+1   2
Electronic energy   -9386.7851 eV
Total charge   +1
E_LUMO (spin up / spin down)   -4.2 / -8.1 eV
Max |F|   0.08430 Eh/bohr
⟨S²⟩   0.76
HOMO-LUMO gap (spin up / spin down)   9.85 / 5.87 eV